[1]
Molecular formula: C5H7ClO2
Method: DFT, the ωB97M-V functional and the def2-TZVPD basis

The geometry in ORCA input format:
```
! RIJCOSX wB97M-V def2-TZVPD def2/J DEFGRID3
* xyz 0 1
O 1.736 -0.464 -0.476
C 0.688 0.490 -0.299
C -0.021 0.793 -1.647
O -1.261 0.073 -1.599
C -1.446 -0.366 -0.342
C -0.395 -0.199 0.475
C -0.148 -0.660 1.840
Cl -1.605 -1.117 2.767
H 2.517 0.014 -0.784
H 1.175 1.437 0.175
H 0.549 0.342 -2.475
H -0.190 1.820 -1.921
H -2.414 -0.771 -0.036
H 0.308 0.173 2.436
H 0.508 -1.562 1.887
*
```

Values from the calculation:
lowest unoccupied orbital energy: 0.6669 eV
SMILES string: O[C@H]1COC=C1CCl

=====

[2]
Molecular formula: C6H11N
Method: DFT, the ωB97M-V functional and the def2-TZVPD basis

The geometry in ORCA input format:
```
! RIJCOSX wB97M-V def2-TZVPD def2/J DEFGRID3
* xyz 0 1
C -2.459 -0.165 -1.061
C -1.426 -0.011 0.051
C 0.003 -0.162 -0.473
C 1.075 -0.017 0.616
C 2.509 -0.254 0.128
C 0.968 1.251 1.354
N 0.858 2.121 2.109
H -3.479 -0.062 -0.678
H -2.312 0.596 -1.836
H -2.378 -1.149 -1.540
H -1.537 0.969 0.532
H -1.609 -0.760 0.835
H 0.122 -1.156 -0.925
H 0.184 0.568 -1.274
H 0.855 -0.744 1.409
H 2.610 -1.274 -0.256
H 2.790 0.444 -0.667
H 3.212 -0.130 0.957
*
```

Values from the calculation:
lowest unoccupied orbital energy: 0.8943 eV
SMILES string: CCC[C@@H](C)C#N

=====

[3]
Molecular formula: C15H28ILuN4O2Si
Method: DFT, the ωB97M-V functional and the def2-TZVPD basis

The geometry in ORCA input format:
```
! RIJCOSX wB97M-V def2-TZVPD def2/J DEFGRID3
* xyz -2 1
C -3.983 2.174 -1.033
I -3.569 0.242 -2.095
H -3.614 2.924 -1.738
H -3.617 2.285 -0.019
H -5.078 2.193 -1.040
C -1.216 -2.768 -0.728
C -0.667 -2.174 -1.803
N -0.739 -0.811 -1.591
C -1.453 -0.570 -0.405
N -1.644 -1.788 0.138
H -1.337 -3.820 -0.519
H -0.259 -2.577 -2.720
C 1.135 2.382 1.139
C -0.965 1.856 0.535
N 0.035 1.583 1.395
H 1.325 4.024 -0.351
N -0.524 2.928 -0.219
H 2.039 2.266 1.721
Lu 0.564 0.875 -0.908
C -1.950 0.737 0.293
O -2.903 0.665 1.080
C 0.801 3.202 0.117
C -1.292 3.860 -1.053
H -1.469 3.440 -2.052
H -0.684 4.769 -1.158
H -2.241 4.100 -0.562
C -0.069 0.693 2.560
H 0.359 1.224 3.421
H 0.498 -0.233 2.375
H -1.129 0.475 2.735
C -2.209 -2.107 1.442
H -2.654 -3.109 1.383
H -2.964 -1.363 1.695
H -1.421 -2.133 2.213
C -0.597 0.077 -2.762
H -0.803 1.153 -2.534
H -1.311 -0.223 -3.532
H 0.420 -0.040 -3.192
C 2.321 -2.215 2.053
Si 2.936 -1.527 0.406
C 4.654 -0.787 0.581
C 2.936 -2.918 -0.858
O 1.908 -0.363 -0.065
H 2.969 -3.038 2.391
H 1.297 -2.610 1.960
H 2.314 -1.445 2.838
H 5.365 -1.510 1.007
H 5.039 -0.468 -0.398
H 4.635 0.099 1.232
H 1.914 -3.214 -1.131
H 3.447 -2.608 -1.780
H 3.450 -3.806 -0.465
*
```

Values from the calculation:
lowest unoccupied orbital energy (spin up / spin down): 4.3916 / 4.3274 eV

=====

[4]
Molecular formula: C8H11N5
Method: DFT, the ωB97M-V functional and the def2-TZVPD basis

The geometry in ORCA input format:
```
! RIJCOSX wB97M-V def2-TZVPD def2/J DEFGRID3
* xyz 0 1
C -2.583 -0.489 1.019
C -2.299 0.688 0.153
C -1.431 0.164 -0.977
N -0.240 -0.726 -0.594
C 0.001 -2.073 -0.495
N 1.094 -2.622 -0.083
C 1.903 -1.392 0.178
N 3.236 -1.241 0.306
C 3.668 -0.035 0.203
N 2.992 1.150 0.045
C 1.551 0.961 0.039
N 1.085 2.243 -0.200
C 1.020 -0.295 -0.077
H -2.671 0.030 2.076
H -3.442 -0.935 0.602
H -1.604 -1.127 1.179
H -1.843 1.625 0.639
H -3.198 1.091 -0.274
H -1.960 -0.712 -1.281
H -0.988 0.835 -1.754
H -0.759 -2.767 -0.528
H 4.819 0.120 -0.152
H -0.034 2.550 -0.308
H 1.683 2.958 0.280
*
```

Values from the calculation:
lowest unoccupied orbital energy: 0.4625 eV
SMILES string: CCCn1cnc2ncnc(N)c21

=====

[5]
Molecular formula: C5H10N2
Method: DFT, the ωB97M-V functional and the def2-TZVPD basis

The geometry in ORCA input format:
```
! RIJCOSX wB97M-V def2-TZVPD def2/J DEFGRID3
* xyz 0 1
H 3.171 -1.019 0.580
N 2.684 -0.227 0.374
C 1.599 -0.807 -0.245
N 0.421 -0.058 -0.739
C 1.023 1.336 -0.350
C 0.011 0.536 0.585
C -1.474 0.606 0.418
C -1.989 -0.739 -0.075
H 1.572 -2.038 -0.068
H 0.404 2.148 -1.020
H 2.194 1.559 -0.201
H 0.269 0.133 1.594
H -1.359 1.042 -0.597
H -2.264 1.314 0.743
H -2.830 -0.907 -0.865
H -2.223 -1.706 0.753
H -1.207 -1.174 -0.887
*
```

Values from the calculation:
lowest unoccupied orbital energy: 1.1059 eV
SMILES string: [H]/N=C/N1C[C@H]1CC

=====

[6]
Molecular formula: C28H33ClDyN2O2
Method: DFT, the ωB97M-V functional and the def2-TZVPD basis

The geometry in ORCA input format:
```
! RIJCOSX wB97M-V def2-TZVPD def2/J DEFGRID3
* xyz -1 6
Dy -0.227 0.477 -0.511
Cl -1.104 1.562 -2.601
N 2.014 0.475 -0.940
N -2.168 0.191 0.646
C 2.775 1.538 -0.936
C -2.867 1.164 1.172
C 2.491 -0.425 -2.021
C 3.346 0.491 -2.898
C 1.412 -1.090 -2.838
C 3.283 -1.536 -1.373
H 0.730 -0.372 -3.279
H 0.807 -1.749 -2.220
H 1.785 -1.727 -3.654
H 4.073 -1.108 -0.755
H 3.723 -2.287 -2.052
H 2.580 -2.040 -0.706
C -3.118 -0.825 0.126
C -4.447 -0.075 0.058
C -3.132 -1.975 1.106
C -2.769 -1.413 -1.219
H -2.632 -0.648 -1.976
H -3.509 -2.128 -1.607
H -1.836 -1.969 -1.170
H -3.362 -1.601 2.104
H -2.107 -2.353 1.124
H -3.807 -2.816 0.870
O -4.172 1.115 0.928
H -5.395 -0.564 0.376
H -4.648 0.321 -0.952
O 3.587 1.653 -1.981
H 2.781 0.891 -3.755
H 4.314 0.142 -3.322
C 2.632 2.561 0.144
C -2.189 2.273 1.911
C -0.967 2.995 1.352
H -1.783 1.768 2.787
H -2.989 2.914 2.279
C 0.251 2.181 1.063
C 1.274 3.132 0.536
H 0.501 0.973 1.513
C 1.143 4.560 0.447
C -0.030 5.248 0.801
C 2.332 5.472 0.091
C -1.076 4.426 1.253
H -0.075 6.377 0.862
C -2.303 5.194 1.776
H -2.234 6.304 1.694
H -2.456 4.996 2.852
H -3.253 4.908 1.293
H 3.156 5.336 0.813
H 2.108 6.563 0.109
H 2.777 5.264 -0.898
H 3.424 3.289 -0.025
H 2.923 2.010 1.037
C 0.208 -1.755 0.224
C 0.342 -2.961 0.501
C 0.444 -4.348 0.745
C 1.371 -4.837 1.662
C 1.728 -6.185 1.724
C 0.954 -7.052 0.967
C -0.134 -6.660 0.155
C -0.285 -5.287 0.013
H 1.878 -4.110 2.264
H 2.599 -6.500 2.344
H 1.165 -8.102 0.971
H -0.846 -7.362 -0.313
H -0.987 -4.902 -0.688
*
```

Values from the calculation:
lowest unoccupied orbital energy (spin up / spin down): 2.6425 / 2.6391 eV

=====

[7]
Molecular formula: C22H26Cl2N2O3S
Method: DFT, the ωB97M-V functional and the def2-TZVPD basis

The geometry in ORCA input format:
```
! RIJCOSX wB97M-V def2-TZVPD def2/J DEFGRID3
* xyz 0 1
C -5.542 -2.757 1.557
C -4.488 -1.923 0.897
C -4.706 -0.576 0.646
C -3.754 0.212 0.014
C -4.043 1.658 -0.219
C -2.549 -0.376 -0.374
S -1.356 0.688 -1.205
O -0.160 -0.036 -1.547
O -1.994 1.390 -2.281
N -1.063 1.818 0.022
C -0.524 3.085 -0.433
C 0.957 2.983 -0.785
C 1.776 2.428 0.384
C 3.197 2.145 -0.100
O 3.569 2.357 -1.232
N 4.022 1.599 0.840
C 5.087 0.716 0.387
C 4.440 -0.534 -0.159
C 4.264 -0.701 -1.528
C 3.528 -1.753 -2.039
C 2.951 -2.663 -1.169
Cl 2.018 -3.973 -1.782
C 3.108 -2.531 0.202
C 3.842 -1.463 0.688
Cl 3.987 -1.291 2.407
C 1.158 1.103 0.859
C -0.337 1.269 1.141
C -2.298 -1.727 -0.136
C -1.025 -2.409 -0.525
C -3.281 -2.478 0.502
H -6.071 -2.184 2.314
H -5.108 -3.641 2.018
H -6.270 -3.085 0.814
H -5.642 -0.128 0.948
H -5.084 1.878 0.004
H -3.826 1.922 -1.250
H -3.406 2.273 0.414
H -0.687 3.820 0.363
H -1.104 3.373 -1.310
H 1.069 2.306 -1.633
H 1.343 3.960 -1.078
H 1.798 3.148 1.211
H 3.619 1.351 1.731
H 5.638 1.230 -0.401
H 5.749 0.501 1.227
H 4.691 0.028 -2.199
H 3.388 -1.858 -3.103
H 2.655 -3.239 0.878
H 1.280 0.360 0.069
H 1.640 0.735 1.767
H -0.487 1.939 1.996
H -0.787 0.302 1.377
H -0.837 -2.296 -1.589
H -0.174 -1.967 -0.010
H -1.075 -3.468 -0.281
H -3.095 -3.525 0.690
*
```

Values from the calculation:
lowest unoccupied orbital energy: 0.4993 eV
SMILES string: Cc1cc(C)c(S(=O)(=O)N2CCC(C(=O)NCc3ccc(Cl)cc3Cl)CC2)c(C)c1

=====

[8]
Molecular formula: C28H54F2NO9PS
Method: DFT, the ωB97M-V functional and the def2-TZVPD basis

The geometry in ORCA input format:
```
! RIJCOSX wB97M-V def2-TZVPD def2/J DEFGRID3
* xyz 0 1
C 4.045 1.897 2.245
C 2.563 2.260 2.015
C 1.990 3.137 3.135
C 0.669 3.851 2.785
C -0.593 3.212 3.413
C -1.787 2.975 2.454
C -2.278 1.514 2.397
C -1.750 0.714 1.193
C -0.489 -0.102 1.537
C -0.348 -1.442 0.802
C 1.101 -1.935 0.964
C 1.658 -1.833 2.388
C 2.919 -2.688 2.595
C 3.558 -2.325 3.944
C 3.923 -2.478 1.445
O -0.690 -1.176 -0.542
C -0.453 -2.195 -1.518
C 0.571 -1.837 -2.596
N 1.965 -2.023 -2.153
C 0.312 -0.487 -3.274
C 0.684 0.763 -2.453
C -0.248 1.982 -2.618
C -1.736 1.632 -2.656
C 0.024 2.977 -1.462
P -1.573 -2.664 1.554
O -0.681 -3.821 2.245
O -2.190 -1.940 2.853
S -2.945 -3.374 0.387
H 4.231 0.836 2.067
H 4.694 2.446 1.561
H 4.364 2.135 3.261
H 1.991 1.336 1.932
H 2.477 2.814 1.077
H 2.759 3.865 3.409
H 1.834 2.511 4.020
H 0.751 4.888 3.114
H 0.555 3.886 1.696
H -0.318 2.278 3.909
H -0.943 3.888 4.196
H -1.514 3.309 1.449
H -2.617 3.614 2.761
H -1.988 1.025 3.331
H -3.371 1.502 2.373
H -1.478 1.412 0.401
H -2.528 0.057 0.799
H 0.399 0.478 1.271
H -0.465 -0.274 2.612
H 1.684 -1.306 0.293
H 1.193 -2.972 0.640
H 1.921 -0.795 2.622
H 0.908 -2.139 3.122
H 2.594 -3.732 2.601
H 4.383 -1.621 3.807
H 2.842 -1.847 4.616
H 3.963 -3.201 4.454
H 3.777 -3.181 0.626
H 3.850 -1.458 1.060
H 4.943 -2.598 1.818
H -1.409 -2.372 -2.019
H -0.168 -3.136 -1.045
H 0.388 -2.594 -3.369
H 2.434 -1.129 -2.048
H 2.466 -2.490 -2.901
H -0.729 -0.463 -3.595
H 0.910 -0.494 -4.191
H 0.784 0.512 -1.395
H 1.682 1.084 -2.775
H 0.031 2.509 -3.536
H -2.330 2.544 -2.660
H -1.981 1.109 -3.584
H -2.025 0.980 -1.831
H 0.320 2.443 -0.554
H -0.882 3.533 -1.213
H 0.813 3.690 -1.711
H -0.822 -4.635 1.743
H -3.153 -1.925 2.746
O 3.098 -3.895 -4.705
C 2.301 -4.761 -4.843
O 1.035 -4.583 -5.288
C 0.430 -5.866 -5.462
C 1.269 -6.735 -4.546
F 1.422 -7.992 -5.023
O 2.520 -6.073 -4.561
H 0.543 -6.185 -6.499
H -0.622 -5.827 -5.195
H 0.910 -6.792 -3.517
O -4.639 2.481 -1.564
C -5.178 3.477 -1.230
O -6.520 3.672 -1.207
C -6.785 4.937 -0.601
C -5.475 5.669 -0.812
F -5.184 6.511 0.208
O -4.537 4.613 -0.830
H -6.978 4.800 0.464
H -7.638 5.412 -1.077
H -5.408 6.222 -1.750
*
```

Values from the calculation:
lowest unoccupied orbital energy: 0.3509 eV
SMILES string: CCCCCCCCC[C@](CCC(C)C)(OC[C@H](N)CCC(C)C)P(O)(O)=S.O=C1OC[C@@H](F)O1.O=C1OC[C@@H](F)O1

=====

[9]
Molecular formula: C2H16O5S
Method: DFT, the ωB97M-V functional and the def2-TZVPD basis

The geometry in ORCA input format:
```
! RIJCOSX wB97M-V def2-TZVPD def2/J DEFGRID3
* xyz 0 1
C -0.718 1.723 0.513
S -1.870 0.168 1.069
C -2.821 0.524 -0.640
H -0.203 1.338 -0.356
H -0.053 1.764 1.373
H -1.435 2.528 0.428
H -3.086 1.563 -0.526
H -2.098 0.195 -1.374
H -3.614 -0.215 -0.722
O 1.852 0.431 -1.523
H 1.376 -0.425 -1.748
H 2.477 0.607 -2.231
O 1.039 -0.801 2.488
H 0.150 -0.438 2.395
H 1.572 -0.264 1.867
O -0.378 -2.426 0.436
H 0.189 -2.141 1.180
H -1.095 -1.750 0.541
O 2.680 0.707 0.998
H 2.656 0.722 0.014
H 3.561 0.405 1.236
O 0.248 -1.531 -1.965
H -0.370 -0.946 -2.411
H -0.061 -1.737 -1.042
*
```

Values from the calculation:
lowest unoccupied orbital energy: 0.4060 eV
SMILES string: CSC.O.O.O.O.O

=====

[10]
Molecular formula: C3H2O4Tb
Method: DFT, the ωB97M-V functional and the def2-TZVPD basis

The geometry in ORCA input format:
```
! RIJCOSX wB97M-V def2-TZVPD def2/J DEFGRID3
* xyz 1 7
O 1.607 -0.361 0.237
C 1.817 0.625 -0.401
O 2.423 1.377 -1.043
O -0.919 0.818 0.365
C -2.111 0.687 -0.291
C -2.741 -0.511 -0.306
O -2.191 -1.601 0.264
Tb -0.412 -1.094 1.275
H -2.567 1.595 -0.700
H -3.737 -0.612 -0.756
*
```

Values from the calculation:
lowest unoccupied orbital energy (spin up / spin down): -6.0106 / -4.4126 eV